[1]
Molecular formula: CH2IO3S
Method: DFT, ωB97M-V with the def2-TZVPD basis set

The value obtained for the gap between HOMO and LUMO is 6.758 eV. The calculation puts the strongest force on any atom at 5.28 eV Å⁻¹. For the total energy, the calculation gives -26147.75488 eV. The LUMO energy comes out at 2.668 eV. The total charge is -1.

The geometry in XYZ format:
```
8
Properties=species:S:1:pos:R:3:forces:R:3:lowdin_charge:R:1
O -1.553211 1.343235 0.243343 0.416 -0.039 0.423 -0.555
H 0.354676 0.750661 0.754389 1.715 -2.837 -0.761 0.081
H 1.498273 -0.352058 -0.420035 0.639 0.043 -0.517 -0.012
O -0.623559 -0.985513 -0.228338 3.826 1.285 2.160 -0.538
I 1.656398 -1.521629 2.061044 -0.719 0.692 -1.094 0.560
S -1.506305 0.323441 -0.826334 -0.215 0.111 -1.906 0.589
O -0.646407 0.775747 -1.974821 -0.515 -0.195 0.986 -0.558
C 0.820136 -0.333884 0.390752 -5.148 0.941 0.709 -0.567
```
Forces are in eV/Å.

=====

[2]
Molecular formula: C29H52O24
Method: DFT, ωB97M-V with the def2-TZVPD basis set

The value obtained for the gap between HOMO and LUMO is 10.056 eV. The calculation puts the strongest force on any atom at 7.14 eV Å⁻¹. As for the SMILES: C#C[C@]1(OCC)COC(=O)C1.COC(=O)OC.COC(=O)OC.COC(=O)OC.COC(=O)OC.COC(=O)OC.COC(=O)OC.COC(=O)OC. For the total energy, the calculation gives -80050.07974 eV. The LUMO energy comes out at 0.155 eV. The total charge is 0.

The geometry in XYZ format:
```
105
Properties=species:S:1:pos:R:3:forces:R:3:lowdin_charge:R:1
C -2.647239 1.874663 4.189813 0.584 -6.602 -2.653 0.097
H 0.953569 -5.588758 -3.822427 0.045 0.095 -0.327 0.094
H -0.356727 -2.553717 4.688677 -1.693 -0.772 -0.859 0.124
O -3.712088 -4.704228 -2.155156 -0.098 -0.772 -0.089 0.002
C 0.078647 -3.998707 -6.507366 0.058 -0.114 0.229 -0.589
C -2.881693 5.756623 0.162056 -0.197 0.326 0.247 -0.048
C -1.372300 -2.982762 4.301142 1.426 -0.864 1.148 -0.231
H -0.108417 5.495596 5.965251 0.086 -0.199 0.012 0.099
O -2.172025 4.893280 -0.723946 -0.080 -0.566 -0.056 -0.005
O -2.729418 -1.477787 -0.381351 2.759 1.059 5.418 0.041
H -1.493379 1.059713 -2.367999 0.015 0.307 0.079 0.100
H -0.640204 -4.877090 -4.125507 0.093 0.145 -0.058 0.102
O 0.673108 -4.932283 -5.741224 -0.267 0.338 -0.734 -0.002
H 0.140483 -3.635888 -9.726581 0.100 -0.174 0.263 0.092
C -2.183478 -0.918903 3.348288 -1.163 2.114 0.182 -0.360
C 3.122780 5.848799 1.793691 -0.064 -0.473 -0.086 -0.046
H 2.814851 11.079772 3.502724 0.120 -0.260 -0.183 0.094
C 0.427835 -4.785834 -4.341296 -0.228 0.069 0.340 -0.046
C 2.407007 10.073694 3.614480 -0.196 0.339 0.278 -0.048
H 4.080147 -0.956322 -2.686531 0.300 0.376 -0.354 0.088
H -3.027866 -8.535894 -3.797030 0.024 0.327 0.063 0.093
O -4.998919 -6.435531 -1.421216 0.557 0.213 -0.439 0.115
H -1.535572 2.624411 10.782988 0.218 0.206 -0.157 0.093
C -1.547725 2.711854 9.695166 -0.318 -0.298 0.181 -0.049
H -2.827366 3.016954 4.092654 0.407 -2.789 0.579 0.070
H -4.722748 -8.215171 -3.392928 0.088 0.024 0.207 0.098
O 4.486940 -0.291574 -6.335787 0.461 0.336 0.503 0.120
H 4.087712 -5.030283 -2.278848 -0.122 0.124 -0.139 0.103
C -0.175861 -3.335326 -8.726155 -0.136 0.254 -0.311 -0.053
O 3.855910 -2.975285 -2.044586 -0.672 -0.445 0.532 -0.057
C 2.533595 -2.956769 -1.784631 -0.072 0.079 0.287 -0.574
C 4.286674 -4.097840 -2.813159 0.206 -0.392 -0.219 -0.039
O 1.829651 7.479206 3.455482 0.508 0.247 -0.382 0.109
H -1.988161 1.039711 -0.667729 -0.165 0.128 -0.125 0.075
O 0.564253 4.722855 7.776531 -0.428 -0.417 0.269 -0.004
H -2.530849 3.078665 9.389410 0.152 -0.129 -0.110 0.098
H -4.208200 -1.603992 2.248672 1.849 0.595 -0.326 0.153
H -0.892763 -4.293423 6.105180 -1.678 0.153 -1.319 0.081
H 7.210249 2.125803 -7.159193 -0.102 -0.114 0.298 0.093
H -3.943443 5.785575 -0.095689 0.116 -0.136 0.137 0.099
O -3.368815 -6.686596 -2.994736 -0.225 0.360 0.317 -0.009
H -3.523789 -8.556630 -2.096170 -0.183 0.100 -0.083 0.097
H -5.484615 -3.810461 -1.528758 0.093 -0.212 0.135 0.101
C -2.318178 -1.279674 0.801582 -1.397 -0.688 -1.423 -0.288
H 5.364420 -4.008753 -2.961128 -0.162 0.233 0.165 0.101
H -0.634562 0.415268 2.608213 -0.193 -2.086 -0.513 0.140
C -2.154680 1.522443 -1.633443 -0.063 -0.490 -0.084 -0.039
O -1.831615 2.910847 -1.564554 -0.274 0.535 0.405 0.001
O -0.932845 -1.202846 1.205147 -2.475 -0.018 0.276 -0.094
O 6.175079 1.109628 -5.718336 -0.366 -0.339 0.208 -0.006
H -4.014713 -2.835041 -1.382951 0.068 -0.406 -0.175 0.063
C -4.117256 -5.987503 -2.118577 0.015 0.196 0.018 -0.590
H 0.788734 -0.787691 -0.129298 0.418 -0.189 -0.229 0.088
H -1.684517 -5.220343 4.706028 -0.294 1.675 0.983 0.079
O 0.390680 -4.253532 -7.793829 -0.061 0.006 0.475 -0.008
O -1.113803 3.319549 7.139520 0.403 0.329 0.525 0.105
H 3.079745 -0.508401 -4.075894 0.121 -0.115 -0.164 0.112
C 4.063249 -0.877773 -3.772316 -0.292 0.049 0.195 -0.033
C 2.705057 7.930451 2.752204 0.091 0.031 -0.080 -0.589
H 0.211097 -1.083267 3.098557 -1.786 -0.369 -1.034 0.147
H -1.196928 -3.396778 3.242069 -0.568 0.862 1.380 0.132
H 1.343104 10.103031 3.365815 0.119 -0.135 0.131 0.098
O 3.109828 9.214472 2.718675 -0.099 -0.630 -0.080 -0.002
O 5.086775 0.037625 -4.162371 0.172 0.240 -0.741 0.011
O -2.348793 -1.907439 4.390656 0.898 0.051 -1.753 -0.122
H 2.553916 9.754874 4.649563 -0.150 -0.056 -0.153 0.098
H 1.601595 5.754670 6.346730 -0.128 -0.106 0.269 0.093
O -3.459837 3.161533 0.009765 0.550 0.285 -0.368 0.113
H -3.187141 1.382570 -1.963305 0.099 0.002 0.223 0.105
C -0.429138 3.838915 7.990871 0.039 0.042 -0.009 -0.590
H 4.251594 -1.867909 -4.193110 -0.067 0.276 -0.136 0.090
C 0.889083 -1.704491 -0.709393 -0.312 0.154 0.026 -0.039
O -0.526886 3.634239 9.318760 0.154 0.179 -0.542 -0.004
H 6.668510 0.511582 -7.649059 -0.202 0.089 0.043 0.098
H 0.271113 -1.613769 -1.606715 0.022 -0.185 0.119 0.107
H -3.521862 0.112933 1.948790 0.168 -2.051 0.079 0.141
C -1.731201 -4.228643 5.299468 0.615 0.248 -0.230 -0.076
H 0.814419 -3.832834 -3.981149 -0.309 -0.240 -0.280 0.073
C 0.782039 5.036218 6.401713 0.140 0.179 -0.456 -0.047
C 5.178328 0.231353 -5.491937 -0.050 -0.027 0.104 -0.588
C -3.690371 -8.074243 -3.062746 -0.054 -0.429 -0.070 -0.051
H 0.188338 -2.321856 -8.539180 -0.175 -0.110 0.081 0.098
H 2.087448 5.709453 1.472138 0.091 0.027 0.193 0.097
C -2.578242 3.608992 -0.688278 0.068 -0.085 -0.110 -0.589
H 1.069676 4.141747 5.843157 -0.204 0.080 0.047 0.097
C -2.509771 0.584564 3.907965 -0.218 6.228 1.687 -0.031
O 2.266111 -1.854946 -1.059400 0.462 -0.597 -0.543 0.003
C -0.763877 -0.746741 2.594544 -0.373 2.267 0.358 -0.077
O -0.614400 -3.089546 -6.111317 0.429 -0.530 -0.317 0.119
H 3.778547 5.391281 1.051000 0.016 0.330 0.071 0.095
H 3.803079 -4.102694 -3.793635 -0.072 -0.109 0.177 0.098
C -3.237458 -1.009509 2.103455 1.190 1.426 -0.584 0.034
H -1.352654 1.725115 9.267484 -0.117 0.179 -0.086 0.098
H 5.496987 1.871491 -7.531731 0.062 -0.217 0.018 0.098
H -2.472232 6.762011 0.049501 0.123 -0.256 -0.176 0.094
H -2.753819 -4.103047 5.806866 1.596 -0.159 -0.874 0.084
C -4.422762 -3.838892 -1.270176 -0.275 0.467 0.128 -0.048
O 1.727309 -3.785812 -2.141480 0.828 0.610 0.668 0.097
C 6.387540 1.411441 -7.095913 0.108 0.132 -0.413 -0.051
O 3.444839 7.236522 1.866268 -0.283 0.444 0.396 -0.001
H 3.298306 5.361267 2.756125 -0.170 0.105 -0.079 0.096
H -2.743747 5.442105 1.199757 -0.148 -0.054 -0.148 0.094
H 0.554862 -2.541125 -0.092363 0.085 0.078 -0.270 0.098
H -1.267639 -3.368137 -8.684984 0.144 0.124 0.115 0.097
H -4.285278 -4.152091 -0.231843 -0.132 -0.069 -0.136 0.098
```
Forces are in eV/Å.

=====

[3]
Molecular formula: C27H24F2N2NaO2P
Method: DFT, ωB97M-V with the def2-TZVPD basis set

The value obtained for the gap between HOMO and LUMO is 4.736 eV. The calculation puts the strongest force on any atom at 0.96 eV Å⁻¹. For the total energy, the calculation gives -54603.36556 eV. The LUMO energy comes out at -1.135 eV. The total charge is 0.

The geometry in XYZ format:
```
59
Properties=species:S:1:pos:R:3:forces:R:3:lowdin_charge:R:1
H -4.625358 -2.057062 -3.464685 -0.011 -0.020 0.017 0.104
H 3.610107 -0.703957 -1.305068 0.022 -0.024 -0.011 0.124
O 6.606804 -1.073490 4.829913 0.054 -0.034 0.136 0.122
P -1.618217 -1.643762 1.359541 -0.344 -0.422 0.085 1.033
C 4.563948 -0.635925 3.575886 -0.169 -0.056 -0.311 -0.125
H 1.480337 0.291407 2.502573 0.010 0.030 0.043 0.115
O 4.821688 -0.389407 5.918570 -0.053 -0.034 -0.002 0.127
C 3.006293 -0.511755 1.235429 0.513 -0.026 0.706 -0.235
H 1.965738 -4.236196 -0.856520 -0.002 -0.016 0.028 0.105
C 1.933010 -4.588640 1.262602 0.049 -0.038 -0.006 -0.087
C -2.630826 -3.055739 -0.914129 -0.101 0.031 -0.067 -0.093
H -2.523518 -2.416048 3.498994 -0.039 -0.019 0.003 0.033
H 6.084673 -1.455621 2.263109 -0.006 -0.030 -0.021 0.109
C 1.466831 -4.028263 0.083337 0.032 0.064 -0.072 -0.082
C -2.852237 -2.456412 2.461009 0.165 0.166 0.098 -0.252
N 2.143747 -0.445393 0.136349 -0.251 -0.195 -0.636 0.108
F -1.290761 2.741953 -0.438702 -0.281 0.050 -0.070 -0.207
H 2.800448 -5.236233 1.252397 -0.006 0.003 0.006 0.102
C -2.521973 -1.850127 -0.222636 0.088 -0.001 -0.014 -0.390
Na -0.073457 0.398207 0.233663 -0.061 0.957 0.073 0.179
C -3.194622 -0.726916 -0.703361 0.069 -0.005 0.085 -0.110
H -3.449717 -4.060653 -2.619491 0.003 0.003 0.011 0.104
C 4.315152 -1.005223 1.203305 -0.219 -0.026 -0.299 -0.007
H 6.899558 -1.260069 3.934635 -0.018 0.007 -0.134 0.083
C 1.278448 -4.320006 2.455511 0.004 -0.019 0.066 -0.079
C 1.262693 -1.062734 -4.523043 -0.235 0.048 -0.055 -0.050
C 5.079418 -1.059387 2.350577 0.035 0.038 0.231 -0.020
H 1.640503 -4.750164 3.380708 -0.024 -0.016 -0.007 0.106
C -3.377429 -3.124097 -2.080485 0.003 -0.070 -0.005 -0.076
C 0.163469 -3.495868 2.470447 -0.018 0.026 -0.068 -0.093
C -0.056964 -0.687314 -4.330892 0.210 -0.058 -0.079 -0.034
H -3.015511 -3.491019 2.160522 -0.007 -0.001 0.003 0.051
H -0.344911 -3.306348 3.407929 0.048 0.033 0.022 0.099
F -0.755021 2.449003 1.709516 -0.211 -0.002 0.236 -0.210
H -3.784218 -1.899219 2.375196 -0.015 -0.002 0.036 0.044
H 0.015912 -2.742690 -0.823600 0.047 0.038 -0.049 0.089
C -3.963995 -0.804344 -1.856276 -0.011 0.021 -0.048 -0.088
C 0.366578 -3.184879 0.099533 0.034 -0.056 0.070 -0.124
N 0.362356 -0.264334 -2.016055 0.203 -0.125 0.034 0.114
H 3.172675 -1.276164 -3.560998 0.002 0.021 0.023 0.114
C -4.043596 -2.000468 -2.553275 -0.011 0.062 -0.016 -0.086
H 1.606960 -1.387828 -5.495734 0.026 0.011 0.003 0.112
H 0.002312 3.914881 0.560738 -0.251 -0.029 0.042 0.018
C -0.154556 2.831564 0.449957 0.714 -0.537 -0.245 -0.282
H -0.766773 -0.703151 -5.145916 -0.026 0.021 0.028 0.110
C -0.451265 -0.285535 -3.061573 -0.102 0.029 0.002 -0.093
H 2.854322 0.163953 4.562495 -0.003 0.003 -0.013 0.128
H -4.488603 0.073174 -2.212896 0.013 -0.006 0.004 0.111
C 2.490621 -0.097690 2.466830 -0.087 0.022 -0.359 0.022
C 5.313878 -0.685943 4.867839 0.061 0.103 0.092 -0.478
H -1.469205 0.034073 -2.879133 -0.042 -0.034 0.032 0.108
C -0.301752 -2.911294 1.291828 -0.019 0.007 -0.091 -0.384
C 2.130495 -1.005511 -3.447493 0.102 0.041 0.271 -0.010
H -3.116679 0.212983 -0.164829 -0.004 0.033 -0.055 0.107
H -2.132212 -3.943147 -0.544001 0.009 0.009 -0.004 0.107
C 2.552613 -0.585213 -1.058597 0.404 0.061 0.667 -0.065
H 4.737341 -1.378262 0.279707 0.017 -0.004 0.009 0.105
C 3.255797 -0.158646 3.611432 0.122 0.017 0.233 0.013
C 1.645206 -0.607924 -2.202046 -0.432 -0.048 -0.659 -0.247
```
Forces are in eV/Å.

=====

[4]
Molecular formula: C24H28N4O
Method: DFT, ωB97M-V with the def2-TZVPD basis set

The value obtained for the gap between HOMO and LUMO is 8.863 eV. The calculation puts the strongest force on any atom at 0.85 eV Å⁻¹. As for the SMILES: O=C(Nc1ccnn1C1CCN(CCCc2ccccc2)CC1)c1ccccc1. For the total energy, the calculation gives -33350.93743 eV. The LUMO energy comes out at 0.541 eV. The total charge is 0.

The geometry in XYZ format:
```
57
Properties=species:S:1:pos:R:3:forces:R:3:lowdin_charge:R:1
H 3.166720 1.403309 0.224273 -0.021 0.084 -0.026 0.114
C 0.884267 2.227062 0.791471 -0.155 -0.198 0.153 -0.191
H -5.689985 3.574511 0.764465 -0.146 0.172 0.035 0.097
N -2.993492 -0.094044 0.161756 0.490 0.098 -0.060 0.169
H 0.416017 -3.627142 0.249809 0.076 0.000 0.024 0.103
N -3.661231 3.371290 0.381372 -0.073 0.845 0.026 0.068
H 6.610349 -1.314496 2.863783 0.032 -0.027 0.070 0.099
C -1.387265 -2.485393 0.291289 -0.144 0.069 -0.021 -0.033
H -1.364351 3.627663 -0.007250 -0.039 -0.197 -0.003 0.151
C 4.586125 0.373546 -1.815786 -0.223 -0.062 -0.038 -0.159
C -0.587400 1.955976 1.091796 0.105 0.338 -0.068 -0.110
C 2.673857 1.625696 -0.725323 -0.044 -0.304 -0.118 -0.202
C -4.891187 1.503866 0.562908 0.095 -0.256 -0.023 -0.003
H 6.929736 1.027424 2.153473 0.043 0.049 0.049 0.102
H 1.068103 3.316936 0.806083 0.038 -0.019 0.022 0.131
C -2.757601 -2.477012 0.043753 0.064 -0.388 -0.015 -0.133
C 6.207955 -0.973886 1.921212 0.047 -0.007 0.106 -0.097
H -3.106106 -5.663542 -1.049481 -0.043 -0.063 -0.037 0.105
C 5.513538 -1.849612 1.103491 -0.029 -0.094 0.039 -0.085
C -0.645290 -3.627794 0.048976 0.118 -0.045 -0.021 -0.078
H -1.547181 2.541014 -2.181034 -0.065 -0.030 0.006 0.126
H -0.729627 0.878767 1.178456 0.003 -0.063 0.053 0.099
H -0.672216 -5.655858 -0.632907 0.047 -0.069 -0.013 0.103
H 0.684544 3.394245 -1.542537 0.043 -0.033 -0.023 0.131
H 4.811759 -0.354524 -2.598588 0.061 0.080 -0.029 0.117
C 5.000899 -1.412426 -0.104148 0.000 0.030 -0.006 -0.046
H -0.862282 2.410116 2.045011 -0.068 -0.025 0.012 0.126
C -3.368582 -3.636148 -0.428684 -0.046 0.175 0.042 -0.015
H 1.501132 1.768472 1.567881 -0.001 0.085 -0.029 0.123
N 1.239803 1.641193 -0.488002 0.045 0.122 0.070 -0.173
C 5.871596 0.773426 0.313027 -0.002 -0.023 -0.034 -0.054
C -4.872705 2.902433 0.595488 0.310 -0.182 -0.062 -0.153
H 6.016503 1.799959 0.006316 0.010 0.101 -0.049 0.112
O -4.816089 -1.402531 0.546886 -0.044 0.043 -0.043 0.094
C -0.990232 2.032912 -1.392297 0.096 0.312 0.057 -0.108
C -2.623095 -4.772614 -0.676990 0.000 -0.026 -0.013 -0.071
H -5.716497 0.840014 0.701790 -0.102 -0.154 0.014 0.089
H 5.033631 1.327854 -2.101055 0.069 -0.023 -0.060 0.114
C -3.637488 -1.295399 0.286119 0.056 0.059 0.014 -0.412
H 4.465021 -2.101335 -0.741946 -0.062 -0.082 -0.081 0.113
C -1.461946 2.535394 -0.024223 0.492 -0.121 -0.069 -0.267
H -0.886704 -1.620920 0.705660 0.029 0.098 0.028 0.103
C -3.579796 1.152636 0.308461 -0.552 0.263 0.129 -0.224
H -1.154786 0.960157 -1.500174 -0.013 -0.039 -0.066 0.109
C 6.386884 0.339017 1.522094 0.045 0.032 0.101 -0.085
C 3.063915 0.538878 -1.726731 0.162 0.282 0.071 -0.175
H 3.040296 2.607197 -1.072636 0.039 0.006 0.057 0.133
C -1.257695 -4.768620 -0.442604 0.045 -0.014 0.019 -0.082
H 5.374428 -2.877005 1.407637 -0.006 -0.080 0.018 0.101
H 0.839081 1.910523 -2.509929 -0.005 0.090 0.000 0.115
H 2.608284 -0.399594 -1.407622 -0.050 -0.031 -0.015 0.114
C 0.503235 2.303326 -1.549482 -0.201 -0.251 -0.110 -0.189
H -2.021377 -0.106022 -0.105665 -0.198 -0.128 -0.001 0.095
C 5.172718 -0.095621 -0.514382 0.116 0.047 -0.091 -0.255
H 2.679315 0.780709 -2.718760 -0.058 -0.051 -0.032 0.103
N -2.868714 2.306751 0.204829 -0.305 -0.396 0.040 -0.076
H -4.435026 -3.621101 -0.595383 -0.084 0.000 0.000 0.119
```
Forces are in eV/Å.